# 1
Computed, not measured: an isolated ion of composition C12H19N2 and charge +1 in a non-equilibrium geometry, with ωB97M-V/def2-TZVPD.

The geometry in XYZ format:
```
33
Properties=species:S:1:pos:R:3
C 0.850 -3.513 0.462
C 1.950 -4.232 1.220
C 1.511 -4.636 -0.215
C -3.112 -0.653 -0.042
C -2.757 0.836 0.236
C -2.328 -1.648 0.855
C 1.731 1.439 -0.316
C 1.135 2.672 -0.950
C -1.323 1.042 0.008
C 0.768 2.314 0.457
C -1.011 -1.983 0.364
C 1.945 3.891 -1.349
N -0.202 -2.819 0.643
N -0.634 1.894 0.700
H 2.771 -3.622 1.459
H 1.538 -4.811 1.998
H 0.862 -5.588 -0.279
H 2.077 -4.633 -1.010
H -4.146 -0.874 0.010
H -2.871 -0.833 -1.090
H -3.187 1.323 -0.602
H -3.051 1.364 1.192
H -2.215 -1.260 1.896
H -2.910 -2.523 1.057
H 1.577 0.405 -0.692
H 2.738 1.549 0.148
H 0.448 2.445 -1.687
H -0.752 0.553 -0.749
H 1.007 2.733 1.378
H 1.165 4.636 -1.575
H 2.414 3.589 -2.321
H 2.716 3.991 -0.558
H -1.122 2.541 1.341
```

## Properties
Kohn-Sham gap, eV: 6.45
Net charge: +1
E_HOMO, eV: -10.11
Energy above the lowest of the compared OMol25 structures with the same formula, charge and spin, kcal per mole: 174.6

Mulliken population analysis, charges in e, atoms 1 to 2: 0.491, -0.576

***

# 2
Computed, not measured: C19H24BeF9NO5S as an isolated structure in a non-equilibrium geometry, with ωB97M-V/def2-TZVPD.

The geometry in XYZ format:
```
60
Properties=species:S:1:pos:R:3
C 3.506 3.289 0.809
C 2.538 2.807 0.234
C 1.612 1.842 -0.486
C 0.179 2.386 -0.012
C -0.686 3.025 -1.167
O -2.046 3.024 -0.727
C -2.704 1.816 -1.137
C -3.543 1.201 0.047
F -2.577 0.689 0.937
F -4.232 2.218 0.612
C -4.424 -0.004 -0.411
F -5.038 0.406 -1.585
F -3.697 -1.110 -0.745
C -5.594 -0.429 0.569
F -5.801 -1.774 0.350
F -6.751 0.200 0.256
C -5.297 -0.270 2.113
F -5.850 0.902 2.540
F -6.006 -1.275 2.748
C 2.064 2.069 -2.031
O 2.548 3.026 -2.484
N 1.750 0.778 -2.616
C 2.281 -0.209 -1.618
C 1.714 -1.585 -2.179
C 2.826 -2.694 -2.254
F 1.281 -1.396 -3.520
C 1.816 0.280 -0.162
C 2.780 0.016 1.043
C 3.118 -1.507 1.258
C 2.310 -2.214 2.406
C 0.755 -2.000 2.377
S -0.088 -3.120 1.191
O -0.649 -4.253 1.877
O 0.845 -3.610 0.178
O -1.344 -2.276 0.575
H 4.253 3.877 1.359
H -0.316 1.538 0.514
H 0.323 3.185 0.754
H -0.389 4.095 -1.311
H -0.628 2.494 -2.148
H -3.320 2.024 -2.040
H -1.961 1.021 -1.408
H -4.238 -0.419 2.413
H 0.718 0.834 -2.635
H 3.398 -0.226 -1.668
H 0.807 -1.931 -1.626
H 3.716 -2.355 -1.665
H 2.480 -3.671 -1.848
H 3.180 -2.846 -3.297
H 0.822 -0.231 -0.048
H 2.455 0.526 1.981
H 3.751 0.508 0.755
H 3.046 -2.088 0.313
H 4.196 -1.539 1.565
H 2.478 -3.315 2.297
H 2.707 -1.896 3.397
H 0.373 -2.307 3.385
H 0.441 -0.932 2.253
H -1.077 -1.707 -0.169
Be 5.191 5.114 -0.111
```

## Properties
Kohn-Sham gap, eV: 2.40
Net charge: +2
E_HOMO, eV: -15.49

Mulliken population analysis, charges in e, atoms 1 to 2: -0.613, -1.597

***

# 3
Computed, not measured: an isolated molecule of C2H8N6 in a non-equilibrium geometry, with ωB97M-V/def2-TZVPD.

The geometry in XYZ format:
```
16
Properties=species:S:1:pos:R:3
H -1.997 -0.930 -0.463
N -2.272 -0.002 0.096
C -1.068 0.585 0.179
N -0.851 1.694 0.790
N 0.248 1.322 1.778
N 0.049 -0.181 -0.222
C -0.069 -1.515 -0.719
N 0.820 -1.943 -1.454
N 1.846 -1.105 -1.493
H -1.716 2.323 0.941
H -0.328 1.307 2.796
H 0.962 2.172 1.876
H 0.899 0.091 0.075
H -0.815 -2.194 -0.420
H 2.782 -1.483 -1.793
H 1.510 -0.140 -1.966
```

## Properties
Kohn-Sham gap, eV: 8.75
Net charge: 0
E_HOMO, eV: -8.17
Energy above the lowest of the compared OMol25 structures with the same formula, charge and spin, kcal per mole: 105.2
Structure (SMILES): [H]/N=C(/NN)N/C=N\N

Mulliken population analysis, charges in e, atoms 1 to 2: 0.251, -0.745

***

# 4
Computed, not measured: C23H60N4O19P3V as an isolated structure in a non-equilibrium geometry, with ωB97M-V/def2-TZVPD.

The geometry in XYZ format:
```
110
Properties=species:S:1:pos:R:3
O 0.899 -0.174 -0.269
V -0.182 -1.345 -0.352
O -1.378 -0.588 -1.098
C 0.616 -2.759 3.209
C -0.718 -2.539 2.506
O -0.695 -1.460 1.623
H 0.510 -3.397 4.093
H 0.986 -1.811 3.617
H 1.440 -3.058 2.561
H -1.404 -2.317 3.339
H -1.023 -3.411 1.900
C 2.837 -1.339 -3.163
C 1.467 -1.945 -3.261
O 0.734 -2.071 -2.292
N 1.054 -2.267 -4.500
C -0.208 -2.922 -4.776
H 3.502 -2.086 -2.727
H 2.787 -0.477 -2.501
H 3.233 -1.088 -4.145
H 1.598 -1.987 -5.295
H -0.942 -2.706 -4.003
H -0.097 -4.014 -4.771
H -0.557 -2.674 -5.776
C -0.593 1.254 -4.188
C -1.644 1.223 -5.270
O -2.833 1.294 -5.023
N -1.170 1.113 -6.545
C -1.971 0.939 -7.732
H 0.355 1.611 -4.593
H -0.458 0.229 -3.830
H -0.921 1.797 -3.308
H -0.174 1.014 -6.637
H -1.671 1.631 -8.518
H -2.964 1.333 -7.499
H -2.075 -0.109 -8.004
C 1.734 3.106 -0.767
C 3.138 3.624 -0.576
O 4.061 2.898 -0.227
N 3.274 4.965 -0.695
C 4.464 5.743 -0.415
H 1.666 2.365 -1.563
H 1.102 3.930 -1.107
H 1.346 2.658 0.143
H 2.467 5.528 -0.900
H 4.336 6.390 0.454
H 4.700 6.345 -1.292
H 5.281 5.053 -0.211
C 4.094 -2.636 -0.005
C 2.763 -3.337 0.110
O 1.744 -2.702 0.315
N 2.811 -4.687 0.108
C 1.628 -5.446 0.435
H 3.913 -1.568 -0.120
H 4.744 -3.037 -0.787
H 4.711 -2.711 0.895
H 3.601 -5.207 -0.227
H 1.805 -6.520 0.425
H 0.768 -5.297 -0.224
H 1.245 -5.152 1.417
C -3.870 -3.468 0.825
O -3.555 -4.370 -0.247
P -2.128 -4.435 -0.909
O -1.364 -3.219 -0.666
O -1.516 -5.814 -0.445
C -1.784 -6.387 0.840
O -2.432 -4.655 -2.432
C -2.786 -5.949 -2.972
H -4.822 -2.991 0.613
H -3.109 -2.696 0.959
H -3.942 -4.030 1.758
H -0.850 -6.450 1.393
H -2.197 -7.385 0.694
H -2.534 -5.838 1.405
H -3.061 -6.621 -2.164
H -2.021 -6.299 -3.656
H -3.703 -5.756 -3.529
C 2.420 0.731 2.518
O 1.489 1.564 3.231
P 2.009 2.764 4.102
O 2.950 2.413 5.170
O 2.503 3.818 3.021
C 3.873 4.204 3.018
O 0.697 3.469 4.608
C 0.090 3.092 5.832
H 2.473 -0.254 2.965
H 3.388 1.231 2.408
H 2.069 0.718 1.488
H 4.544 3.429 3.384
H 4.043 5.111 3.604
H 4.151 4.440 1.993
H -0.983 3.052 5.653
H 0.376 3.781 6.626
H 0.382 2.109 6.213
C -2.463 2.105 1.384
O -3.418 3.147 1.581
P -3.064 4.453 2.377
O -1.862 5.184 2.000
O -4.424 5.244 2.139
C -4.413 6.655 2.103
O -3.082 4.022 3.904
C -4.250 3.640 4.583
H -2.784 1.224 1.942
H -1.457 2.324 1.747
H -2.389 1.803 0.341
H -3.482 7.124 2.426
H -5.226 7.113 2.666
H -4.515 6.997 1.068
H -5.183 4.159 4.363
H -4.079 3.732 5.658
H -4.446 2.567 4.462
```

## Properties
Kohn-Sham gap, eV: 7.96
Net charge: 0
E_HOMO, eV: -7.88

Mulliken population analysis, charges in e, atoms 1 to 2: -0.107, 0.472

***

# 5
Computed, not measured: a 2-piece molecular cluster, C3H11NOS2 overall in a non-equilibrium geometry, with ωB97M-V/def2-TZVPD.

The geometry in XYZ format:
```
18
Properties=species:S:1:pos:R:3
S 2.073 -1.905 1.894
S 2.785 -0.541 0.477
C 1.647 0.195 -0.705
C 0.229 -0.366 -0.482
N -0.731 0.778 -0.580
C -1.139 1.150 -2.001
H 1.420 -1.049 2.552
H 1.486 1.225 -0.485
H 1.934 0.065 -1.733
H 0.220 -0.643 0.557
H -0.143 -1.168 -1.131
H -1.666 0.501 -0.218
H -0.255 1.781 -2.429
H -2.131 1.691 -2.008
H -1.324 0.190 -2.575
H -1.227 0.069 3.207
H -1.315 -1.370 2.875
O -1.863 -0.602 2.784
```

## Properties
Kohn-Sham gap (spin up / spin down), eV: 7.38 / 4.13
Net charge: +1
E_HOMO (spin up / spin down), eV: -13.03 / -12.97
<S²>: 0.75
2S+1: 2
Energy above the lowest of the compared OMol25 structures with the same formula, charge and spin, kcal per mole: 53.1

Mulliken population analysis, charges in e, atoms 1 to 2: 0.022, 0.260

***

# 6
Computed, not measured: C33H38IrN4 as an isolated structure in a non-equilibrium geometry, with ωB97M-V/def2-TZVPD.

The geometry in XYZ format:
```
76
Properties=species:S:1:pos:R:3
Ir -0.058 -0.055 -0.136
N 0.825 -1.903 2.805
N 0.945 1.650 1.583
C -0.999 -0.175 -2.121
C -1.464 1.009 -1.465
C -2.089 0.623 -0.235
C -2.732 1.542 0.757
H -2.481 2.581 0.527
H -2.398 1.322 1.776
H -3.821 1.432 0.725
C -2.104 -0.818 -0.189
C -2.720 -1.651 0.888
H -3.653 -2.103 0.532
H -2.941 -1.035 1.765
H -2.043 -2.458 1.193
C -1.455 -1.303 -1.364
C -1.378 -2.740 -1.778
H -1.259 -3.397 -0.911
H -0.548 -2.910 -2.471
H -2.306 -3.030 -2.288
C -1.333 2.418 -1.953
H -2.303 2.797 -2.303
H -0.625 2.480 -2.784
H -0.995 3.086 -1.152
C -0.269 -0.201 -3.429
H 0.306 -1.125 -3.545
H 0.425 0.645 -3.504
H -0.978 -0.132 -4.266
C 1.665 -2.764 3.465
H 1.344 -3.806 3.624
C 2.926 -2.374 3.942
H 3.562 -3.098 4.457
C 3.310 -1.056 3.753
H 4.262 -0.664 4.089
C 2.404 -0.188 3.129
H 2.596 0.865 3.012
C 1.214 -0.647 2.641
C 0.292 0.423 2.017
H -0.727 0.415 2.476
C 1.089 1.414 0.238
C 1.438 2.922 1.850
H 1.366 3.518 2.729
C 2.079 3.356 0.708
H 2.648 4.216 0.461
N 1.907 2.386 -0.278
C 2.735 2.115 -1.391
C 2.551 2.846 -2.559
C 3.171 2.414 -3.743
H 2.949 2.928 -4.684
C 4.067 1.335 -3.733
C 4.718 0.852 -4.989
H 4.517 -0.212 -5.153
H 5.804 0.980 -4.937
H 4.348 1.413 -5.849
C 4.380 0.731 -2.510
H 5.144 -0.063 -2.483
C 3.711 1.103 -1.330
C 4.054 0.428 -0.028
H 4.670 1.076 0.623
H 4.617 -0.502 -0.209
H 3.145 0.155 0.535
C 1.692 4.072 -2.581
H 2.316 4.978 -2.638
H 1.070 4.160 -1.685
H 1.034 4.075 -3.462
C 3.093 -3.774 -1.230
C 3.055 -2.603 -1.979
C 2.164 -1.593 -1.629
N 1.357 -1.690 -0.547
C 1.282 -2.884 0.082
C 2.183 -3.908 -0.184
H 3.799 -4.565 -1.468
H 3.699 -2.433 -2.846
H 2.101 -0.681 -2.231
H 0.497 -3.006 0.831
H 2.130 -4.802 0.438
```

## Properties
Kohn-Sham gap (spin up / spin down), eV: 2.33 / 6.19
Net charge: -1
E_HOMO (spin up / spin down), eV: -0.01 / -4.48
<S²>: 6.03
2S+1: 5

Mulliken population analysis, charges in e, atoms 1 to 2: 0.980, -0.386

***

# 7
Computed, not measured: an isolated molecule of C13H16N2O6 in a non-equilibrium geometry, with ωB97M-V/def2-TZVPD.

The geometry in XYZ format:
```
37
Properties=species:S:1:pos:R:3
N -1.332 -0.829 2.158
C -0.864 -0.872 0.747
C 0.546 -1.571 0.743
C 1.590 -0.557 1.074
C 1.799 -0.133 2.341
C 2.763 0.906 2.640
C 3.498 1.475 1.632
O 4.357 2.482 1.983
C 3.318 1.064 0.309
C 2.403 0.027 0.067
C -1.836 -1.794 -0.096
O -2.367 -2.714 0.459
N -2.031 -1.498 -1.421
C -1.551 -0.543 -2.439
C -2.490 0.647 -2.290
C -2.894 1.122 -0.902
O -3.494 0.445 -0.123
O -2.695 2.465 -0.764
C -0.057 -0.305 -2.369
O 0.789 -1.180 -2.669
O 0.186 0.888 -1.838
H -2.005 -0.061 2.345
H -1.779 -1.704 2.292
H -0.823 0.112 0.276
H 0.834 -2.025 -0.163
H 0.501 -2.392 1.485
H 1.359 -0.797 3.116
H 2.906 1.136 3.670
H 5.137 2.476 1.387
H 3.858 1.455 -0.554
H 2.208 -0.243 -0.983
H -2.490 -2.275 -1.857
H -1.667 -0.971 -3.352
H -2.209 1.491 -2.887
H -3.461 0.317 -2.680
H -3.078 2.821 0.062
H 1.071 1.134 -1.399
```

## Properties
Kohn-Sham gap, eV: 9.02
Net charge: 0
E_HOMO, eV: -8.66
Energy above the lowest of the compared OMol25 structures with the same formula, charge and spin, kcal per mole: 49.9
Structure (SMILES): N[C@@H](Cc1ccc(O)cc1)C(=O)N[C@@H](CC(=O)O)C(=O)O

Mulliken population analysis, charges in e, atoms 1 to 2: -0.568, 0.070

***

# 8
Computed, not measured: C39H32FN7O4Ta as an isolated structure in a non-equilibrium geometry, with ωB97M-V/def2-TZVPD.

The geometry in XYZ format:
```
84
Properties=species:S:1:pos:R:3
Ta -0.065 -1.120 -0.129
C -2.577 -4.313 -2.081
C -2.005 -3.059 -1.542
N -0.874 -2.976 -0.935
N -0.176 -4.108 -0.540
C 0.385 -3.844 0.604
O 0.255 -2.556 1.082
C 1.084 -4.814 1.407
C 1.677 -4.431 2.615
C 2.344 -5.373 3.373
C 2.423 -6.688 2.932
C 1.836 -7.072 1.729
C 1.165 -6.141 0.964
C -2.760 -1.781 -1.515
C -4.007 -1.644 -2.070
C -4.718 -0.457 -1.885
C -4.145 0.554 -1.135
C -2.885 0.351 -0.598
N -2.195 -0.784 -0.772
H -1.875 -5.132 -1.969
H -3.505 -4.561 -1.558
H -2.824 -4.185 -3.138
H 1.613 -3.406 2.952
H 2.804 -5.088 4.309
H 2.946 -7.422 3.530
H 1.903 -8.098 1.396
H 0.701 -6.426 0.030
H -4.441 -2.457 -2.637
H -5.699 -0.339 -2.324
H -4.663 1.485 -0.952
H -2.403 1.111 0.002
C 3.725 2.484 5.351
C 3.802 3.079 3.953
C 3.632 4.587 3.896
C 2.253 4.996 4.392
C 1.172 4.203 3.706
C -0.122 4.660 3.676
C -1.128 3.932 3.029
F -2.361 4.413 3.042
C -0.877 2.759 2.382
C 0.441 2.271 2.373
C 0.780 1.071 1.704
O -0.200 0.380 1.056
C 2.084 0.620 1.718
C 3.027 1.327 2.463
N 2.737 2.442 3.098
C 1.460 2.977 3.060
C 2.563 -0.596 0.973
O 3.486 -1.256 1.312
O 1.833 -0.814 -0.161
H 4.497 2.936 5.973
H 3.899 1.408 5.331
H 2.758 2.668 5.820
H 4.744 2.801 3.482
H 3.784 4.933 2.871
H 4.410 5.043 4.507
H 2.085 6.057 4.209
H 2.171 4.855 5.472
H -0.386 5.597 4.152
H -1.679 2.217 1.907
H 4.042 0.955 2.536
C 1.300 -1.116 -4.314
C 0.876 -1.524 -3.072
N 0.236 -0.678 -2.237
C 0.003 0.587 -2.640
C 0.373 1.062 -3.883
C 1.061 0.188 -4.722
C 0.044 2.458 -4.261
C -1.168 2.894 -4.591
C -2.402 2.093 -4.725
C -3.623 2.730 -4.900
C -4.747 1.928 -5.021
N -4.671 0.599 -5.006
C -3.449 0.090 -4.889
N -2.316 0.756 -4.718
H 1.818 -1.815 -4.955
H 1.064 -2.528 -2.715
H -0.522 1.240 -1.949
H 1.385 0.524 -5.699
H 0.870 3.161 -4.279
H -1.280 3.945 -4.831
H -3.698 3.808 -4.944
H -5.735 2.359 -5.138
H -3.370 -0.992 -4.940
```

## Properties
Kohn-Sham gap, eV: 6.02
Net charge: +3
E_HOMO, eV: -15.87
Energy above the lowest of the compared OMol25 structures with the same formula, charge and spin, kcal per mole: 14.4

Mulliken population analysis, charges in e, atoms 1 to 2: 2.071, -1.775